18
Properties=species:S:1:pos:R:3:forces:R:3 method="wB97M-V/def2-TZVPD" smiles="CN[C@@H](C)C=O.O" gap_ev=10.03 relative_energy_kj_mol=204.47 e_homo_ev=-9.4 lumo_ev=0.63 total_energy_ha=-364.1903
C 0.111152 -1.413789 -0.052290 0.97 -1.70 -0.40
N -0.362817 -0.782889 -1.275568 0.52 0.64 0.90
C -0.185712 0.677656 -1.231838 -2.21 0.62 -1.47
C -1.282692 1.466944 -0.461546 0.68 -0.09 0.86
C 1.240517 1.195863 -1.024545 -1.42 -0.54 0.11
O 1.441195 2.182132 -0.368897 0.65 -0.15 -0.27
H -0.333522 -2.396677 0.131141 -0.68 0.34 -0.02
H 1.135218 -1.776559 -0.236627 0.12 0.66 0.24
H 0.101029 -0.846417 0.879053 -0.31 0.35 -0.11
H -1.349869 -0.935423 -1.423212 -0.05 -0.19 0.06
H -0.546218 0.956490 -2.240427 1.25 0.13 -0.26
H -2.186707 1.693656 -1.026816 0.13 -0.45 -0.32
H -1.579791 0.934777 0.440750 -0.01 0.08 0.21
H -0.877692 2.435435 -0.184004 0.06 0.07 0.25
H 2.007616 0.586760 -1.538377 0.25 0.25 0.15
O 1.202283 -1.385582 3.464560 -0.06 0.40 -0.69
H 0.308187 -1.723933 3.506452 -0.29 -0.30 0.32
H 1.157820 -0.868451 2.642189 0.39 -0.11 0.43



12
Properties=species:S:1:pos:R:3:forces:R:3 method="wB97M-V/def2-TZVPD" smiles="CS/C=C/C=S" gap_ev=7.88 relative_energy_kj_mol=69.49 e_homo_ev=-8.4 lumo_ev=-0.56 total_energy_ha=-952.3429
C 2.019568 1.541889 -0.213289 0.63 -0.88 1.09
S 0.554691 1.358354 0.838669 0.05 -0.13 -0.25
C -0.185436 -0.030522 0.112308 -0.52 -0.50 0.08
C -1.343835 -0.593635 0.547412 0.29 0.94 0.53
C -1.894044 -1.746174 -0.116014 -0.16 -0.23 0.02
S -3.268052 -2.506164 0.299002 0.09 0.10 -0.01
H 2.566529 2.393638 0.187650 0.01 -0.02 -0.08
H 1.761995 1.715611 -1.228044 -0.31 0.25 -0.86
H 2.665694 0.638080 -0.143773 -0.44 0.64 0.01
H 0.337295 -0.478085 -0.741102 -0.15 0.20 0.26
H -1.888594 -0.149552 1.424128 0.51 -0.61 -0.99
H -1.325810 -2.143439 -0.966946 0.01 0.24 0.20



6
Properties=species:S:1:pos:R:3:forces:R:3 method="wB97M-V/def2-TZVPD" smiles="O=C(F)C(=O)F" gap_ev=10.32 relative_energy_kj_mol=86.48 e_homo_ev=-12.0 lumo_ev=-1.68 total_energy_ha=-426.3937
O 1.598082 -0.536874 -0.457466 -0.22 -0.45 -0.59
C 0.432858 -0.383599 -0.531801 -0.07 0.65 0.20
F -0.400475 -0.782074 -1.478003 0.68 -0.32 -0.15
C -0.347246 0.383453 0.498009 -8.85 0.07 1.43
O -1.688152 0.382488 0.542733 9.11 0.28 -0.19
F 0.404934 0.936605 1.426528 -0.64 -0.23 -0.69



46
Properties=species:S:1:pos:R:3:forces:R:3 method="wB97M-V/def2-TZVPD" gap_ev="2.88 / 2.88" total_charge=+3 relative_energy_kj_mol=280.74 e_homo_ev="-17.4 / -17.4" spin_multiplicity=2 lumo_ev="-14.53 / -14.52" total_energy_ha=-3069.1256
I -3.230846 0.052665 -2.616317 1.08 -1.10 0.26
I -1.316544 -4.538402 -3.619350 -0.33 0.45 0.04
V -1.256288 -1.499016 -1.834405 -2.65 1.81 -1.20
P 0.548881 -0.214365 -2.602951 1.65 0.50 -1.08
C 0.523248 -0.979773 -4.258084 -0.58 -0.68 -0.55
C 0.396685 1.538127 -2.914958 -0.83 0.96 0.04
H 1.345388 1.987492 -3.245147 -0.30 -0.38 0.07
H 2.908950 0.507779 -2.653069 -0.51 -0.45 0.00
H 0.068677 2.029664 -1.995029 0.05 0.07 -0.12
H 2.413865 -0.198640 -1.080632 0.08 0.02 -0.31
H -0.400139 -0.727290 -4.804793 0.40 0.25 0.09
H -0.372077 1.723861 -3.673223 0.09 -0.01 0.15
C 2.311426 -0.285903 -2.171311 0.23 -0.89 0.91
H 1.414719 -0.639791 -4.814751 -0.43 -0.06 0.16
H 2.680460 -1.282237 -2.450020 0.15 0.29 0.07
H 0.514806 -2.087473 -4.228144 0.38 0.57 0.12
P -1.929841 -1.788589 0.397086 -0.70 -0.94 1.59
C -2.993097 -3.214425 -0.007550 -0.34 -0.50 -0.78
C -1.000926 -2.394709 1.832036 1.25 -0.25 -0.29
H -2.563834 0.360008 1.184314 -0.11 -0.03 0.08
H -3.209212 -0.910703 2.261406 0.13 -0.10 -0.44
H -3.974060 -0.566058 0.681197 0.16 0.02 0.06
C -3.019418 -0.633227 1.214071 -0.64 1.08 -0.16
H -0.089390 -1.792937 1.949911 -0.24 -0.17 0.08
H -1.581050 -2.357080 2.769815 0.04 -0.08 -0.65
H -3.350039 -3.665180 0.935810 0.04 0.24 -0.39
H -2.474584 -3.990619 -0.601624 -0.02 0.27 0.55
H -0.680038 -3.420419 1.608096 -0.03 0.16 0.28
H -3.842391 -2.916466 -0.642868 0.08 0.05 0.45
C -0.087502 -2.950010 -1.602014 6.29 -5.60 2.26
O 0.756429 -3.763247 -1.315327 -4.54 4.35 -1.51
O 2.769798 0.662226 2.645672 -1.51 5.59 1.72
C 2.188914 1.844938 2.792290 2.32 -4.56 -0.50
C 2.701893 2.794351 3.726720 0.93 2.30 2.00
C 2.083973 4.026492 3.870506 2.02 -1.23 1.03
C 0.959691 4.357515 3.111617 -0.50 0.65 -0.07
C 0.420019 3.457618 2.181600 0.33 -2.84 -1.26
C 1.017226 2.204056 2.007659 -2.06 2.21 -0.50
C 0.489607 1.202184 1.037492 -1.56 -1.62 -2.20
O -0.513128 1.435216 0.329523 2.02 -0.09 1.65
O 1.174199 0.082478 1.004945 -0.11 1.39 0.68
H 2.092350 0.244187 1.856855 -1.33 -1.37 -1.84
H 3.593072 2.531617 4.327886 -0.57 0.11 -0.42
H 2.482948 4.747252 4.588771 -0.10 -0.25 -0.22
H 0.482143 5.333487 3.236137 0.15 -0.17 0.04
H -0.454969 3.693345 1.580152 0.12 0.01 0.11